Entry 1:
33
Properties=species:S:1:pos:R:3 method="wB97M-V/def2-TZVPD" lumo_ev="3.47 / 3.45" relative_energy_kcal_mol=3.8 charge=-1 s2=0.7693 multiplicity=2 homo_energy_ev="0.64 / -2.88"
C 0.220 -0.334 2.836
C -1.419 -1.969 -1.392
C -0.808 -0.969 1.910
C -0.850 0.391 -1.609
C 0.162 1.194 2.596
H -0.067 -3.321 -2.334
H 0.321 -1.548 4.663
H 1.611 -1.644 -2.948
H 2.970 0.436 -3.038
H 2.137 1.162 -4.347
H -2.660 -0.321 -0.694
H -1.531 2.317 -1.027
H 0.332 3.371 -2.179
H 2.935 2.168 -2.984
H 1.115 1.608 2.824
C 0.379 0.049 -2.202
H -0.217 1.436 1.606
H -2.080 -2.780 -1.120
H 1.224 -0.726 2.696
H 0.187 0.168 4.955
C 0.699 -1.324 -2.465
C 0.254 2.295 -2.124
C 2.346 1.303 -3.285
H -1.752 -0.459 2.101
C 1.055 1.252 -2.534
H -1.049 -2.015 2.105
H -0.555 1.641 3.291
H -0.652 -0.864 0.837
C -1.752 -0.602 -1.229
C -0.218 -2.301 -2.008
N -0.934 1.758 -1.604
H -1.240 -0.737 4.405
C -0.162 -0.636 4.301

---

Entry 2:
35
Properties=species:S:1:pos:R:3 method="wB97M-V/def2-TZVPD" lumo_ev=-5.76 relative_energy_kcal_mol=0.0 charge=+1 homo_energy_ev=-12.01
H 3.749 2.734 1.700
H 4.126 -0.194 -1.495
H 2.060 1.246 -1.570
C 4.093 2.692 0.654
C 1.687 0.920 1.484
H 3.706 1.755 -2.094
H 0.319 3.337 -0.351
C 3.666 -2.291 -1.711
H 5.189 2.579 0.667
C -1.670 0.939 1.559
S -0.399 1.154 0.273
C 2.921 0.525 0.837
H 2.081 -4.169 0.650
N 3.489 1.567 -0.036
C 2.502 -3.294 0.154
C -0.573 2.940 0.134
H 3.145 -4.390 -1.604
C 2.947 -0.888 0.152
N 0.631 -0.554 3.326
H 3.857 3.628 0.130
H -1.542 1.705 2.329
H 1.625 1.997 1.692
H 4.108 -2.356 -2.704
H 1.952 -1.964 1.739
H 3.655 0.485 1.678
C 2.921 1.888 -1.328
C 3.625 -1.056 -1.054
H 2.634 2.954 -1.365
H -1.447 3.134 -0.499
H -2.646 1.014 1.066
C 1.136 0.070 2.464
H -1.563 -0.047 2.011
H -0.683 3.384 1.128
C 2.426 -2.035 0.763
C 3.105 -3.424 -1.105

---

Entry 3:
39
Properties=species:S:1:pos:R:3 method="wB97M-V/def2-TZVPD" lumo_ev=0.28 relative_energy_kcal_mol=9.8 charge=0 homo_energy_ev=-8.97
O 2.151 -3.325 0.868
C -2.408 -1.545 2.124
H 2.530 0.318 -2.464
H -0.226 -2.965 1.322
H 1.081 1.052 1.136
O -0.359 -1.513 3.310
C 1.491 -2.505 0.276
H -2.331 2.159 2.667
C 0.095 1.162 3.058
H -2.905 0.876 1.574
H -1.925 2.840 0.332
C -1.293 2.070 0.776
N -0.262 -0.683 -0.981
H -0.192 -0.345 -3.679
H -0.173 1.924 3.797
O -0.126 2.726 1.218
C 1.233 0.737 -4.879
H 2.311 0.844 -4.977
C -0.673 -1.491 -0.066
H 0.836 0.383 -5.827
H -1.043 1.318 0.013
N -1.113 0.489 2.615
C 1.444 0.233 -2.414
H 1.019 1.212 -2.185
H -2.380 -2.597 2.411
C 0.891 -0.241 -3.764
H 1.623 2.413 2.159
N 0.112 -2.380 0.565
C -2.024 1.392 1.946
S -2.402 -1.406 0.294
C 0.758 1.827 1.848
H 1.308 -1.224 -3.995
C 1.056 -0.725 -1.334
H -3.354 -1.114 2.445
C 1.926 -1.589 -0.747
H 0.756 0.423 3.510
H 2.967 -1.620 -1.021
C -1.205 -0.846 2.741
H 0.808 1.716 -4.673

---

Entry 4:
41
Properties=species:S:1:pos:R:3 method="wB97M-V/def2-TZVPD" lumo_ev=2.76 charge=-1 homo_energy_ev=-4.95
C 0.592 1.946 2.387
H 1.072 2.219 -3.271
C -1.490 1.179 1.449
Sb -2.120 -1.198 -0.540
H -4.787 -1.427 0.049
H -3.832 -1.773 1.515
H -3.998 -3.003 0.241
H 1.093 2.873 -0.003
B 1.827 -3.434 -1.246
C -0.220 1.751 1.265
H -1.256 -1.771 1.968
F 2.248 -2.667 -0.199
H -1.455 0.844 4.846
F 1.609 -4.703 -0.833
Sb 1.189 0.466 -1.201
H 1.578 2.374 2.239
N 1.600 -1.867 -4.792
C -0.834 -1.983 0.985
H -0.482 2.535 -0.737
H 2.524 2.569 -2.293
C -1.910 0.882 2.749
H -0.744 -3.062 0.838
C 2.992 0.502 -0.043
S 1.716 -0.574 -7.281
H -3.428 0.839 0.619
C -2.385 0.833 0.298
Cu 1.662 -2.622 -3.094
H -2.282 1.526 -0.537
C 1.643 -1.330 -5.827
C -3.901 -1.934 0.438
H 3.363 1.526 0.035
H 3.735 -0.132 -0.529
C -1.099 1.092 3.853
C 0.298 2.130 -0.090
H 0.164 -1.551 0.915
H 2.792 0.094 0.949
H 0.832 1.781 4.512
H -2.903 0.462 2.886
C 1.916 1.779 -2.737
C 0.173 1.619 3.667
H 2.510 1.209 -3.452

---

Entry 5:
65
Properties=species:S:1:pos:R:3 method="wB97M-V/def2-TZVPD" lumo_ev=-0.60 charge=0 homo_energy_ev=-8.31
Br -3.024 2.463 -5.926
O 0.020 0.755 2.742
H -1.671 1.358 -2.924
H 4.620 7.774 6.147
C -4.847 6.406 -7.804
C -2.629 3.549 -1.419
Br -6.379 5.215 -7.936
H -4.639 6.543 -6.737
Br -0.080 -1.070 1.359
C -0.181 1.686 -1.162
O -1.771 2.164 1.734
H 3.380 -8.300 -0.225
C 4.911 -3.200 -3.530
C -3.128 -6.961 -0.128
H 5.125 -2.718 -4.490
C -1.683 1.322 -1.732
Br 1.901 -3.612 1.300
Br 3.957 -4.848 -3.923
Br -5.232 8.165 -8.538
Br -3.160 5.352 -4.505
Br 7.098 7.577 6.363
H -3.503 -7.658 -0.885
H 0.043 2.830 -1.066
C -2.069 4.111 -5.533
Br 4.751 5.731 7.574
H 0.585 1.273 -1.979
H -3.654 4.100 -1.614
Br 5.379 -8.381 1.267
Br -0.611 -12.809 3.672
H -1.834 3.737 -2.286
N 0.066 0.873 0.090
Br -2.778 -5.275 -1.034
H 0.040 4.122 2.298
C -0.023 5.172 5.748
Br -0.047 -9.714 2.975
H -0.734 6.004 5.796
Br -3.251 5.624 -8.597
Br 4.105 -5.917 -0.374
C -1.392 -11.109 3.140
Br -1.504 -7.739 0.607
Br -0.859 3.771 4.688
H -1.889 0.184 -1.442
Br -4.520 -6.783 1.219
Br 1.592 5.852 4.903
C 0.305 -2.830 2.093
H 1.256 3.733 0.831
C 3.755 -7.602 0.532
H -2.073 -10.804 3.942
Br -2.461 -11.278 1.523
H 1.555 3.048 2.648
S -0.268 1.758 1.557
C 5.288 6.907 6.120
Br 0.304 4.598 7.578
Br 5.055 6.064 4.383
Br 6.623 -3.541 -2.671
H -2.147 4.046 -0.446
C 0.758 3.307 1.803
H -1.855 4.593 -6.493
Br 3.821 -1.959 -2.502
Br 2.363 -7.425 1.879
H 0.513 -2.693 3.159
H 1.087 0.603 0.080
Br -1.227 -4.021 1.961
O -2.774 2.109 -1.136
Br -0.357 3.770 -4.675

---

Entry 6:
41
Properties=species:S:1:pos:R:3 method="wB97M-V/def2-TZVPD" lumo_ev=-4.11 charge=+1 homo_energy_ev=-11.90
C -2.859 -0.625 0.321
H -4.150 0.386 1.784
C -0.611 2.791 0.048
C 0.388 0.205 -3.505
Br 3.692 -3.834 -2.645
H 4.419 -2.978 1.019
C -1.417 -1.191 0.470
C -0.452 1.882 1.334
C 0.978 1.228 -1.302
H -1.554 3.385 0.000
C -0.888 0.923 -3.466
H 5.558 -3.406 -1.088
Br -4.112 -2.094 0.864
H 0.643 -0.473 -4.346
H 1.687 1.357 -0.439
H -1.605 0.764 -4.311
H 0.719 0.457 3.394
C -1.250 1.788 -2.337
C 1.363 0.368 -2.410
H -2.238 2.292 -2.375
H 3.504 -4.294 0.257
P -1.448 0.138 3.840
H 2.347 -0.153 -2.385
C -0.317 1.940 -1.233
H 0.176 0.971 1.186
O -1.373 1.178 5.162
H -1.396 -2.179 -0.076
H -1.070 -1.417 1.508
H 0.225 3.552 0.104
Br 2.202 -2.167 0.291
H -3.080 -0.463 -0.767
H -0.707 -0.537 -0.116
S -2.063 1.500 2.209
H -1.194 2.065 4.779
C 3.814 -3.257 0.156
O 0.142 -0.321 3.525
H 4.628 -1.917 -1.357
H 0.106 2.513 2.092
Br -4.086 1.939 -0.183
C 4.557 -2.978 -1.125
C -3.279 0.661 1.121

---

Entry 7:
45
Properties=species:S:1:pos:R:3 method="wB97M-V/def2-TZVPD" lumo_ev=-0.15 relative_energy_kcal_mol=14.0 charge=0 homo_energy_ev=-7.78
H 0.789 2.973 -0.661
H -2.111 -0.955 -3.060
Cl 5.629 -2.311 -0.373
C 4.574 -1.205 -2.598
C 1.966 -0.908 -1.435
H -2.620 -1.528 2.963
H -2.633 0.102 3.038
Cl 2.816 -1.991 0.862
C -2.111 -0.910 -1.957
C 2.286 -0.536 -2.742
H -1.473 2.828 -0.653
H -3.133 1.507 1.202
H -3.803 0.786 -0.263
N -2.391 -0.685 2.441
H -4.302 -0.685 1.485
H -2.551 1.191 -2.038
Cl -0.289 1.252 3.941
H -1.266 2.435 1.068
H 1.496 0.643 5.332
C -1.055 2.090 0.051
H -0.208 -1.530 -1.624
C -1.787 0.534 -1.586
Cl 6.140 -1.377 -3.305
H 0.751 1.197 -0.746
N -1.696 0.793 -0.153
C 3.060 -1.454 -0.765
H -2.970 -1.475 0.611
C -3.003 0.689 0.486
H 2.154 1.795 0.961
C 4.335 -1.617 -1.292
C -3.225 -0.624 1.245
C 0.622 0.127 4.935
Cl 3.842 -0.149 -4.967
H -0.027 -0.246 5.727
C 3.533 -0.659 -3.340
H -3.119 -1.183 -1.624
N 1.160 1.913 1.149
H -1.289 -2.748 -1.762
Rb 0.190 -0.782 1.066
Cl 1.152 -1.225 3.940
H 1.060 2.773 1.687
C 0.472 2.058 -0.132
N -1.153 -1.827 -1.352
Cl 1.015 0.144 -3.726
H -0.827 0.776 -2.035

---

Entry 8:
43
Properties=species:S:1:pos:R:3 method="wB97M-V/def2-TZVPD" lumo_ev=-0.80 relative_energy_kcal_mol=10.3 charge=0 homo_energy_ev=-7.50
N -1.436 0.964 -3.314
H -1.179 3.353 -1.104
S -2.201 0.133 1.088
N 1.355 -1.086 1.154
H 3.379 -4.016 2.567
Cu -0.187 -0.063 0.130
H -3.163 4.707 -1.015
N 3.536 -2.216 1.386
H 0.468 -2.972 0.653
C 3.778 -1.444 2.677
H -2.977 -0.438 -4.717
N 1.490 -3.171 2.472
H 2.271 -2.856 4.483
C -3.020 2.753 -3.804
H -2.167 0.615 -5.885
C -3.345 4.627 -2.130
H -4.407 4.522 -2.266
C 2.783 -3.455 1.787
H 2.399 -2.082 -0.341
H 0.716 -0.147 2.943
C -2.464 1.485 -3.965
C -2.014 -0.045 2.675
C 0.663 -2.383 1.512
H 0.754 -2.043 4.130
H -0.245 -2.096 2.114
C -2.633 3.462 -2.684
N 2.548 -1.093 3.328
H -3.018 5.495 -2.698
H -3.875 0.932 -5.455
C -2.896 0.598 -5.100
H 4.394 -1.999 3.388
C 1.743 -2.295 3.700
N -1.776 -0.130 3.837
H 4.365 -0.531 2.423
N -1.585 2.874 -1.947
C 2.665 -1.437 0.540
H 3.168 -0.552 0.232
C 1.666 -0.332 2.404
S 0.419 1.281 -1.464
H -3.822 2.972 -4.519
C -1.010 1.673 -2.308
H 2.219 0.578 2.166
H 2.639 -4.141 0.925

---

Entry 9:
45
Properties=species:S:1:pos:R:3 method="wB97M-V/def2-TZVPD" lumo_ev=-3.65 relative_energy_kcal_mol=0.0 charge=+1 homo_energy_ev=-10.90
H 15.225 3.119 7.126
H 15.049 6.090 4.945
H 8.589 3.130 10.453
S 9.444 3.921 6.964
N 9.157 1.663 8.362
C 13.348 -1.665 7.869
In 11.443 2.452 6.122
H 14.125 3.264 8.551
C 11.595 5.928 4.248
H 14.184 -2.564 9.689
C 14.138 -1.697 9.010
H 11.305 4.933 3.869
C 13.700 0.768 7.663
N 9.486 1.054 7.172
C 13.553 4.506 7.098
N 12.976 4.538 5.700
H 15.662 4.995 3.613
H 14.160 3.098 4.739
H 9.198 1.091 9.207
C 14.787 0.619 8.555
H 14.254 5.331 7.282
H 10.702 6.601 4.284
C 14.180 3.217 7.390
H 12.255 6.328 3.403
H 8.661 1.155 6.527
H 8.510 4.574 9.382
C 9.124 3.010 8.431
C 15.206 5.072 4.583
H 12.753 4.620 7.831
H 13.385 4.320 3.661
F 12.722 -2.770 7.433
F 15.886 -0.715 10.232
C 14.942 -0.567 9.244
N 13.385 2.026 7.007
H 15.999 4.718 5.289
I 11.151 1.603 3.547
H 9.847 0.111 7.338
N 8.679 3.614 9.576
H 11.590 6.005 6.395
C 12.353 5.880 5.563
C 13.072 -0.409 7.285
H 13.033 6.734 5.713
F 12.133 -0.255 6.281
C 13.959 4.221 4.600
F 15.640 1.609 8.856

---

Entry 10:
41
Properties=species:S:1:pos:R:3 method="wB97M-V/def2-TZVPD" lumo_ev=-4.56 charge=+1 homo_energy_ev=-13.01
H -0.579 -0.613 -1.987
H -0.719 0.978 -4.728
H 1.291 1.578 0.667
C -1.202 -0.314 -2.880
O 2.006 -1.335 4.992
H 0.292 -0.464 2.007
H 2.939 -3.325 3.251
H -2.441 -0.027 -0.263
F 1.370 -1.069 0.276
C 0.232 -0.413 0.881
H 3.040 -4.360 4.692
O 1.240 -3.361 4.408
F 1.738 1.095 -4.772
C 0.906 -2.075 4.693
H -0.593 -0.807 -4.953
C 1.193 0.057 -4.020
H 0.351 1.019 -0.785
H 4.020 -1.790 4.744
F 1.697 -1.171 -4.486
C -1.439 2.912 -1.550
O -0.214 -1.648 4.682
H -1.302 1.712 1.875
H -1.262 2.628 -3.487
C 2.658 -3.416 4.304
N -1.608 2.175 -2.627
H -3.251 0.646 -2.949
C -0.377 0.024 -4.201
H -2.803 2.975 0.092
H -0.673 -0.965 0.472
C 3.100 -2.237 5.120
H -1.856 -1.221 -3.120
C 0.313 1.101 0.344
C -2.029 2.205 -0.232
H 3.232 -2.485 6.177
C -2.644 0.886 -0.892
C -2.249 0.841 -2.454
F 1.635 0.179 -2.710
H -3.766 1.087 -0.853
C -0.882 2.019 0.865
H -0.928 3.917 -1.617
H -0.436 3.062 1.027

---

Entry 11:
46
Properties=species:S:1:pos:R:3 method="wB97M-V/def2-TZVPD" lumo_ev="1.84 / 1.84" relative_energy_kcal_mol=0.0 charge=-1 s2=0.8005 multiplicity=2 homo_energy_ev="-3.84 / -3.63"
S 1.564 -1.538 -0.444
C -3.170 4.211 1.156
H -3.737 4.841 1.823
H -0.373 -3.610 -2.994
S -3.560 -0.280 0.076
H -0.509 -3.614 0.813
Mo 0.592 0.512 0.438
C 1.048 -2.400 -1.956
H -2.099 3.128 2.713
C 1.494 -2.796 0.844
S 4.987 -0.874 0.802
H -2.529 -2.967 1.093
S 4.763 2.564 2.728
H 1.191 -1.646 -2.734
H -2.616 -2.673 2.815
C -2.298 3.298 1.666
C -2.444 -2.190 1.849
N -1.570 2.497 0.853
C -3.078 -2.577 -1.584
H -3.965 5.019 -0.686
H -4.490 -0.996 -1.933
C 0.127 -3.032 1.481
H 1.796 -3.177 -2.138
H -3.397 -0.341 2.402
C -1.626 2.551 -0.499
S 1.776 0.091 2.620
H -2.822 -3.300 -0.811
H -4.971 -2.091 -0.654
H 2.204 -2.413 1.578
C -3.285 4.304 -0.243
H -0.534 -3.706 -1.246
S 2.402 1.764 -0.210
C -0.343 -3.022 -2.073
H -2.592 3.545 -2.119
H -3.534 -3.138 -2.405
S -0.687 1.500 -1.439
H 1.882 -3.737 0.446
S -0.765 -1.499 1.867
O -0.755 1.623 1.485
Sb 3.778 0.863 1.625
H 0.259 -3.607 2.399
C -3.525 -1.134 1.662
C -2.531 3.495 -1.041
H -4.500 -1.591 1.854
C -4.114 -1.561 -1.078
S -1.581 -1.711 -2.099